# 1
Formula: C28H29BN6OSiTc
Source: OMol25
Level of theory: ωB97M-V/def2-TZVPD

```
67
Properties=species:S:1:pos:R:3:forces:R:3:lowdin_spin:R:1
H -1.404757 -2.346156 -0.192318 -0.2 0.1 -0.5 0.000
N -1.664441 -1.011760 -1.807430 0.3 0.8 -0.4 -0.021
B -2.555792 0.392585 -3.683444 0.0 -0.2 1.1 0.001
N -2.689059 -0.779235 -2.685461 0.6 -0.4 0.2 -0.001
C -3.687560 -1.652526 -2.465049 0.7 -0.1 0.5 0.002
Tc 0.412388 0.260455 -1.946668 -2.3 0.3 4.8 1.816
H -4.576326 -1.597850 -3.072288 0.0 -0.1 0.1 0.000
C -3.307854 -2.477769 -1.405035 0.1 0.5 -0.2 0.001
H -3.870602 -3.285829 -0.975612 0.0 0.0 0.0 0.000
C -2.040143 -2.013602 -1.013542 -0.3 -0.2 -0.2 -0.001
H -3.519506 0.467510 -4.384745 0.2 0.1 -0.1 0.000
C 1.955736 1.603167 -2.046012 0.5 0.3 -0.3 -0.054
H 2.534788 1.072350 -1.269980 -0.1 -0.5 0.4 -0.008
H 2.031384 2.665279 -1.747070 -0.7 -0.5 0.1 0.000
H 2.567403 1.561737 -2.956274 -0.5 -0.2 -0.3 0.011
N -1.246584 0.198070 -4.451547 1.8 -0.2 0.4 0.010
N -2.367741 1.654154 -2.819322 0.6 0.5 0.4 -0.001
N 0.025810 0.142714 -3.835960 -0.7 0.0 -3.7 0.036
N -1.300461 1.799884 -1.962762 0.0 -0.6 -0.4 -0.028
C -1.110632 -0.056136 -5.747029 -0.1 0.1 0.7 0.048
C -3.189617 2.707267 -2.711523 0.9 -0.2 0.5 0.006
H -2.024513 -0.052381 -6.327890 0.4 -0.1 -0.3 0.002
H -4.081201 2.719020 -3.313472 -0.1 0.2 0.0 0.000
C 0.228461 -0.276768 -6.040453 0.8 -0.1 0.0 0.024
C -2.662194 3.578646 -1.763225 0.7 -0.8 0.1 0.002
C 0.920083 -0.142185 -4.842652 -1.7 0.1 0.1 0.035
C -1.473136 2.966296 -1.299851 -1.1 -0.3 -1.0 0.002
H 0.642841 -0.508485 -7.005108 0.0 0.0 0.0 0.001
H -3.086862 4.505830 -1.451144 0.0 0.3 0.2 0.000
H 1.960292 -0.242773 -4.592547 0.2 0.0 -0.2 0.001
H -0.785054 3.286975 -0.538363 0.1 0.0 0.0 0.000
H 0.768419 -1.352866 -2.059803 -0.4 0.6 0.1 -0.070
O 0.384809 0.019651 0.105140 0.3 0.6 -3.0 0.166
Si 0.855430 -0.250915 1.621202 0.2 0.2 0.0 0.037
C 0.001788 -1.784321 2.233172 0.5 0.1 -0.6 0.138
C 0.212416 -3.005328 1.576929 -0.2 -1.1 0.3 0.017
C -0.466678 -4.158403 1.996888 1.0 0.7 -1.0 0.074
C -1.359463 -4.086714 3.072629 -0.4 0.4 0.6 0.123
C -1.555048 -2.873048 3.739549 0.0 0.3 0.1 0.001
C -0.865514 -1.724866 3.329001 -0.8 -0.7 1.0 0.100
C 2.697293 -0.443566 1.808772 -0.2 -0.2 0.0 0.056
C 3.529874 0.659358 1.573242 0.7 0.1 0.1 0.021
C 4.919053 0.537555 1.712180 -0.3 0.0 -0.1 0.002
C 5.478396 -0.691353 2.080160 -0.2 0.1 -0.1 0.023
C 4.649040 -1.791676 2.319794 -0.3 0.0 0.0 0.009
C 3.259149 -1.664161 2.196831 0.6 -0.1 0.2 0.007
C 0.333594 1.207923 2.645513 -0.6 -0.3 -0.8 0.083
C 1.122400 1.643582 3.715222 0.2 0.5 0.9 0.123
C 0.716923 2.744889 4.480657 -0.2 0.2 0.1 0.011
C -0.486824 3.393418 4.187828 0.9 -0.1 0.6 0.076
C -1.278847 2.954910 3.119671 -0.3 -0.6 -0.8 0.106
C -0.859460 1.872117 2.335783 0.0 0.4 0.3 0.003
H 0.925531 -3.066926 0.746061 -0.3 0.0 0.3 -0.001
H -0.279901 -5.103671 1.482984 -0.2 0.3 0.2 0.002
H -1.897869 -4.980783 3.390366 0.2 0.3 0.0 0.004
H -2.235763 -2.813030 4.588725 0.2 -0.1 -0.2 -0.002
H -0.984916 -0.782840 3.868397 -0.1 -0.3 -0.2 0.002
H 3.094137 1.625046 1.299407 0.2 -0.2 0.1 0.000
H 5.554519 1.407493 1.536633 -0.1 -0.3 0.1 0.000
H 6.560318 -0.791079 2.177868 -0.3 0.0 0.0 0.001
H 5.075053 -2.753537 2.609835 -0.1 0.3 -0.1 0.000
H 2.610153 -2.511202 2.426227 0.3 0.2 -0.1 0.000
H 2.048680 1.117794 3.957187 -0.3 0.2 0.0 0.003
H 1.345084 3.082190 5.305728 -0.2 0.0 -0.2 -0.001
H -0.808696 4.243153 4.790823 0.1 -0.2 -0.2 0.002
H -2.226087 3.446935 2.889740 0.3 -0.1 0.2 0.004
H -1.472143 1.535788 1.493436 0.2 0.1 0.3 -0.002
```
Forces are in eV/Å.

The HOMO energy (alpha / beta) is -0.5272 / -0.5072 hartree. As for the net charge: +2. As for the expectation value of S²: 3.82. The calculation puts the LUMO energy (alpha / beta) at -8.8 / -10.5 eV. Its multiplicity is 4.

# 2
Formula: C28H29Br40F2N3O5S
Source: OMol25
Level of theory: ωB97M-V/def2-TZVPD

```
108
Properties=species:S:1:pos:R:3:forces:R:3:lowdin_charge:R:1
C 1.347193 -1.557817 2.452243 1.5 -1.0 0.1 -0.172
C 1.631661 0.041436 2.602229 -1.3 -0.6 1.6 -0.663
Br 3.588023 0.399478 2.145649 -1.5 -0.3 0.1 0.628
C 0.596857 1.053100 1.865140 1.3 0.7 0.5 -0.174
C -0.248032 0.474588 0.601262 0.5 2.0 -0.6 -0.320
C -0.444294 1.837560 -0.332237 -2.2 0.8 1.8 -0.223
S 0.948556 2.142917 -1.542291 4.4 -2.5 -3.6 0.761
O 0.759143 1.415748 -2.921771 -0.1 2.6 5.0 -0.471
O 2.383232 1.922507 -0.938742 -5.2 0.9 -1.0 -0.508
N 0.458319 -0.418868 -0.441435 -1.9 -2.8 0.5 0.065
C -0.400911 -1.559774 -0.933080 1.1 -0.6 -2.2 -0.189
O -0.292983 -2.329172 -2.023010 -0.4 4.8 7.4 -0.135
C -1.507026 -1.642734 0.323744 1.3 -2.0 0.4 -0.111
N -2.712840 -2.462734 -0.039421 -1.3 -1.4 -2.4 0.055
C -2.476874 -3.952716 0.020521 3.1 -5.6 -4.8 -0.146
O -1.940265 -4.708229 -0.956941 -4.2 5.8 7.5 0.061
F -2.804886 -4.696741 1.293412 0.8 3.2 -3.6 -0.015
C -3.408172 -2.012482 -1.298320 -0.5 4.8 -3.8 -0.190
O -3.395463 -0.780407 -1.824114 0.0 -8.9 4.6 -0.024
F -4.193939 -3.066819 -2.037144 2.6 3.1 3.1 0.005
C -1.590415 -0.280245 1.203564 -0.1 -0.3 0.4 -0.095
C -2.983676 0.558767 1.425119 -3.6 2.8 -1.1 -0.292
C -4.496947 -0.031869 1.307660 0.3 2.6 -0.8 -0.255
C -5.912024 0.820956 1.546035 5.4 3.9 0.3 -0.120
C -5.605969 2.419005 1.931909 2.8 -4.2 -0.9 -0.023
C -4.021381 2.791349 2.043342 -1.2 -0.9 -0.7 -0.146
N -2.798826 1.989476 1.829393 -4.8 -1.7 -1.5 -0.041
H 2.141892 -2.105712 3.156053 -1.8 1.2 -1.5 0.098
H 0.299867 -1.929275 2.816993 1.8 1.1 -0.7 0.062
H 1.576203 -1.998142 1.366387 -0.6 1.1 2.4 0.093
H 1.570531 0.281506 3.770753 0.3 -0.5 -2.7 0.067
H 1.224805 2.014124 1.538295 -1.3 -2.3 0.5 0.118
H -0.145355 1.462321 2.706224 1.3 -1.1 -2.0 0.127
H -0.507103 2.751446 0.433540 0.3 -1.8 -1.9 0.068
H -1.452880 1.855537 -0.927733 2.0 -0.2 0.8 0.135
H 0.902844 3.538292 -1.861229 -0.4 -1.5 0.8 0.001
H 1.474986 -0.584676 -0.288587 -1.0 0.3 -0.6 0.081
H -0.915001 -2.387202 1.049413 -1.1 1.6 -1.6 0.167
H -1.335881 -0.582238 2.331871 -0.4 0.6 -2.5 0.106
H -4.697041 -1.175385 1.041077 2.0 3.5 0.0 -0.081
H -6.983258 0.364670 1.432352 2.5 1.3 0.1 0.042
H -6.499796 3.166033 2.122846 2.3 -1.6 -0.4 0.098
H -3.824672 3.937121 2.328124 -0.2 -2.9 -0.7 0.117
C -2.374874 -0.633505 -5.831170 0.1 -0.2 0.1 -1.575
Br -4.270026 -0.278309 -5.572870 0.4 0.0 0.0 0.533
Br -1.485859 0.823709 -6.764106 -0.2 -0.3 0.2 0.554
Br -1.485584 -1.070670 -4.157201 -0.2 0.2 -1.0 0.728
H -2.299944 -1.517223 -6.473395 -0.1 0.5 0.3 -0.094
C -6.785092 -3.544759 2.675265 -0.2 -0.4 -0.1 -1.521
Br -7.320941 -3.377955 4.537931 0.1 0.0 -0.5 0.571
Br -8.155373 -4.414620 1.602949 0.3 0.2 0.3 0.556
Br -6.252214 -1.833429 1.919280 -2.1 -3.3 1.8 0.833
H -5.902669 -4.192736 2.653333 -0.4 0.3 0.0 -0.021
C -2.698282 -0.054615 5.606511 -0.6 -0.1 0.3 -1.524
Br -0.776266 -0.253735 5.381368 -0.4 0.1 0.0 0.623
Br -3.134573 1.233227 6.997663 0.2 -0.3 -0.3 0.567
Br -3.584120 0.366520 3.926612 0.6 -1.2 2.9 0.853
H -3.083621 -1.024903 5.936784 0.3 0.4 -0.1 -0.021
C -5.026423 -3.191781 -9.020870 0.0 0.0 -0.2 -1.589
Br -6.727579 -3.969145 -8.485839 0.4 0.2 -0.1 0.555
Br -5.159166 -1.268457 -9.280471 0.0 -0.5 0.1 0.547
Br -3.597095 -3.658699 -7.786717 -0.4 0.1 -0.3 0.589
H -4.766599 -3.628184 -9.990957 -0.1 0.2 0.5 -0.025
C -10.547818 -8.296568 1.981681 -0.1 -0.2 0.1 -1.603
Br -9.077202 -9.337126 1.247506 -0.3 0.3 0.2 0.553
Br -10.097289 -7.526037 3.710118 -0.1 -0.2 -0.5 0.540
Br -11.175928 -6.947200 0.729160 0.2 -0.3 0.3 0.539
H -11.378626 -8.990286 2.147632 0.4 0.3 -0.1 -0.025
C 4.950324 -0.347107 -3.017933 0.0 0.0 -0.2 -1.564
Br 3.249168 -1.124471 -2.482902 0.4 0.1 -0.2 0.616
Br 4.817580 1.576217 -3.277534 0.1 -0.5 0.1 0.586
Br 6.379651 -0.814025 -1.783780 -0.3 0.1 -0.2 0.537
H 5.210147 -0.783510 -3.988020 -0.1 0.2 0.5 -0.023
C 8.239249 -4.320192 -0.758919 -0.1 0.1 -0.3 -1.595
Br 8.339889 -2.892633 0.558817 0.0 -0.4 -0.2 0.501
Br 9.649588 -5.636545 -0.509221 -0.4 0.3 0.0 0.561
Br 6.478007 -5.145123 -0.799402 0.5 0.2 0.1 0.535
H 8.400136 -3.861417 -1.740075 -0.1 -0.2 0.4 -0.026
C 2.428928 -6.832922 0.157163 -0.2 -0.1 -0.1 -1.597
Br 3.899544 -7.873480 -0.577011 -0.3 0.3 0.2 0.541
Br 2.879458 -6.062391 1.885600 0.0 -0.1 -0.4 0.538
Br 1.800819 -5.483554 -1.095358 0.2 -0.3 0.3 0.568
H 1.598121 -7.526639 0.323114 0.4 0.3 -0.1 -0.023
C 0.766192 6.818935 -0.896175 0.0 0.2 0.0 -1.589
Br 2.246992 5.907115 -1.768125 -0.4 0.2 0.2 0.621
Br 0.031858 8.235223 -2.009312 0.0 -0.8 0.5 0.493
Br -0.607705 5.572383 -0.310821 0.2 0.2 -0.1 0.608
H 1.169534 7.295790 0.003242 -0.2 -0.4 -0.5 -0.141
C 0.710574 11.015112 -4.887698 0.1 -0.1 -0.2 -1.568
Br 1.245962 12.843698 -4.495120 -0.2 -0.5 -0.1 0.547
Br 2.067282 9.731170 -4.344537 -0.2 0.5 -0.3 0.530
Br -1.030679 10.592245 -4.130502 0.4 0.2 -0.2 0.542
H 0.613731 10.936994 -5.975606 0.0 0.0 0.5 -0.021
C 2.866192 10.725277 0.378532 0.2 0.2 0.1 -1.559
Br 4.346992 9.813457 -0.493418 -0.5 0.2 0.2 0.568
Br 2.131858 12.141564 -0.734606 0.1 -0.5 0.2 0.556
Br 1.492295 9.478725 0.963885 0.4 0.7 0.2 0.629
H 3.269534 11.202132 1.277948 -0.2 -0.3 -0.4 -0.023
C 6.646024 -0.316126 4.825275 -0.2 0.2 -0.2 -1.599
Br 5.921231 -2.030807 5.390101 0.2 0.4 -0.1 0.549
Br 6.679461 0.971267 6.283250 0.0 -0.4 -0.3 0.555
Br 8.391864 -0.508262 3.989062 -0.5 -0.1 0.3 0.534
H 5.968289 0.081817 4.062817 0.3 -0.2 0.3 -0.079
C 12.045604 -0.664696 2.428029 -0.1 0.1 0.0 -1.602
Br 13.784395 -0.261501 3.201672 -0.4 -0.1 -0.2 0.559
Br 12.096606 -0.646099 0.483487 0.0 -0.1 0.5 0.554
Br 11.315484 -2.330897 3.117103 0.3 0.4 -0.2 0.515
H 11.364781 0.135063 2.737690 0.3 -0.3 -0.1 -0.040
```
Forces are in eV/Å.

The HOMO energy is -0.3334 hartree. As for the net charge: 0. The calculation puts the LUMO energy at -1.1 eV.

# 3
Formula: C28H29BrCl2InN3OSSi2
Source: OMol25
Level of theory: ωB97M-V/def2-TZVPD

```
68
Properties=species:S:1:pos:R:3:forces:R:3:nbo_charge:R:1
In 0.349027 0.119090 -0.331269 -0.4 0.0 -0.6 0.664
Cl 1.879250 -2.443104 -0.598485 0.2 0.0 0.1 0.051
C 2.938364 -2.059543 -1.940349 -0.2 -0.1 0.2 -0.086
C 3.576181 -3.145891 -2.514321 0.1 0.1 -0.1 -0.214
C 4.455836 -2.944312 -3.562909 0.0 0.0 0.0 -0.220
C 4.681089 -1.654904 -4.011977 0.0 0.0 0.0 -0.220
C 4.023291 -0.590528 -3.422658 0.0 0.1 -0.1 -0.078
Cl 4.369688 0.992545 -4.057998 0.0 0.0 0.0 0.006
C 3.107773 -0.735566 -2.365441 -0.1 0.0 0.0 -0.101
S 2.334730 0.698448 -1.715621 0.2 -0.1 0.1 -0.264
H 3.377782 -4.136511 -2.130622 0.0 0.0 0.0 0.229
H 4.959201 -3.783088 -4.023222 0.0 0.0 0.0 0.221
H 5.365479 -1.458952 -4.825395 0.0 0.0 0.0 0.229
O 5.096004 1.784966 4.861572 0.0 -0.1 0.0 -0.647
C 4.354942 1.395052 3.797997 0.1 0.1 0.1 0.353
C 4.529870 0.170191 3.159360 0.0 0.0 0.0 -0.338
C 3.710808 -0.124115 2.088006 0.0 0.0 0.0 0.073
N 2.761981 0.698485 1.636322 0.1 0.0 0.0 -0.472
C 2.641399 1.850437 2.247864 0.0 0.2 0.1 0.184
Br 1.334038 3.048418 1.546397 0.0 0.0 0.0 0.082
C 3.389018 2.273984 3.333498 0.0 -0.1 -0.1 -0.334
H 5.725948 1.092327 5.092569 0.0 0.0 0.0 0.485
H 5.281587 -0.536013 3.488760 0.0 0.0 0.0 0.220
H 3.809087 -1.066263 1.559857 0.0 0.0 0.0 0.210
H 3.240911 3.237749 3.796022 0.0 0.0 0.0 0.247
C -1.235532 -2.659013 -2.488357 0.0 -0.1 0.0 -1.103
Si -1.621500 -1.134031 -1.442095 0.1 -0.1 0.0 1.028
C -2.871881 -0.120494 -2.432487 0.0 0.1 -0.1 -1.103
C -2.539441 -1.732913 0.119486 -0.1 0.0 0.1 -0.434
C -3.731248 -2.446361 -0.070459 0.0 0.0 0.0 -0.199
C -4.480840 -2.928598 0.988770 0.0 0.0 0.0 -0.216
C -4.047087 -2.706567 2.288632 0.0 0.0 0.0 -0.223
C -2.873949 -2.003681 2.502434 0.0 0.0 0.0 -0.153
C -2.101545 -1.500932 1.444470 -0.1 0.0 0.0 -0.474
Si -0.517982 -0.577521 1.956099 0.0 0.0 0.0 1.112
C -0.971185 0.673538 3.286315 0.0 0.0 0.1 -1.110
C 0.583899 -1.843488 2.804633 0.1 -0.1 0.1 -1.111
H -2.122053 -3.011843 -3.023964 0.0 0.0 0.0 0.224
H -0.867033 -3.478854 -1.868579 0.0 0.0 0.0 0.236
H -0.463748 -2.434074 -3.228963 0.0 0.0 0.0 0.232
H -3.658350 -0.768752 -2.830665 0.0 0.0 0.0 0.227
H -2.393439 0.375593 -3.282462 0.0 0.0 0.0 0.223
H -3.347486 0.646680 -1.817868 0.0 0.0 0.0 0.234
H -4.083272 -2.634683 -1.080858 0.0 0.0 0.0 0.199
H -5.397334 -3.476192 0.804642 0.0 0.0 0.0 0.208
H -4.619727 -3.079559 3.129112 0.0 0.0 0.0 0.206
H -2.552045 -1.841922 3.527365 0.0 0.0 0.0 0.187
H -1.409931 0.151706 4.142034 0.0 0.0 0.0 0.229
H -1.690290 1.422526 2.955859 0.0 0.0 0.0 0.228
H -0.081792 1.200901 3.638070 0.0 0.0 0.0 0.236
H 0.062492 -2.253473 3.675131 0.0 0.0 0.0 0.230
H 1.517698 -1.396302 3.150036 0.0 0.0 0.0 0.230
H 0.830989 -2.677181 2.144059 0.0 0.0 0.0 0.234
N -1.183726 3.441901 -2.988850 0.0 0.0 0.0 -0.538
C -0.228276 2.591045 -2.542929 0.1 0.0 0.0 0.259
N -0.467853 2.153272 -1.336399 -0.2 0.1 0.2 -0.509
C -1.671124 2.744878 -0.957349 0.1 -0.1 0.1 0.056
C -2.410212 2.594215 0.212220 0.0 0.0 0.0 -0.154
C -3.602527 3.281114 0.306337 0.0 0.0 0.0 -0.230
C -4.056655 4.103552 -0.739244 0.0 0.0 0.0 -0.202
C -3.334862 4.257056 -1.905932 0.0 0.0 0.0 -0.252
C -2.135771 3.557090 -1.989783 0.0 0.1 -0.1 0.166
H -1.192378 3.883316 -3.890797 0.0 0.0 0.0 0.425
H 0.634497 2.310318 -3.127960 0.0 0.0 0.0 0.241
H -2.061938 1.949030 1.006415 0.0 0.0 0.0 0.222
H -4.205890 3.181631 1.198751 0.0 0.0 0.0 0.221
H -4.998909 4.623677 -0.628985 0.0 0.0 0.0 0.218
H -3.694075 4.880460 -2.713873 0.0 0.0 0.0 0.220
```
Forces are in eV/Å.

The HOMO energy is -0.2414 hartree. As for the net charge: 0. The calculation puts the LUMO energy at 0.4 eV.

> Which of these has the highest net charge?

C28H29BN6OSiTc

> Among the records above, which one has the highest net charge?

C28H29BN6OSiTc